13 unconnected molecules or ions with the total composition C38H109N7O17. Source: the OMol25 dataset; level of theory: wB97M-V/def2-TZVPD.

Its energy above the lowest of the compared OMol25 structures with the same formula, charge and spin is 0.0 kcal per mole. Its LUMO energy is 0.4 eV. The value obtained for the calculated total energy is -86405.8195 eV. For the HOMO-LUMO gap, the calculation gives 8.424 eV.

Atoms and positions in Å:
C -0.45170 -15.44740 -10.96447
O 0.51842 -15.70192 -11.98080
H -1.36758 -16.01104 -11.13445
H -0.03605 -15.75539 -9.99191
H -0.62959 -14.37884 -10.88380
H 0.42435 -16.62374 -12.23940
C 2.50967 -15.37099 -9.07756
O 3.58042 -14.50599 -8.74142
H 1.96565 -14.91924 -9.90200
H 2.85741 -16.35736 -9.42081
H 1.85578 -15.59182 -8.22306
H 4.34832 -15.00577 -8.45954
C -4.35089 -22.77699 -9.47144
C -5.24550 -22.19140 -10.56382
C -4.64193 -21.04852 -11.32749
O -4.27940 -20.02780 -10.44730
C -3.80771 -18.87652 -11.12038
N -5.63956 -23.27443 -11.49485
H -3.86498 -22.04617 -8.82571
H -3.62513 -23.45515 -9.92053
H -4.98546 -23.34256 -8.77902
H -6.15166 -21.81771 -10.05739
H -5.38887 -20.67339 -12.05262
H -3.79117 -21.37192 -11.95123
H -3.18733 -18.29894 -10.43263
H -4.62579 -18.19866 -11.41598
H -3.20960 -19.12743 -11.99908
H -5.98396 -22.84085 -12.35454
H -6.45132 -23.76111 -11.12875
C -1.72067 -12.49982 -2.11758
C -2.62686 -11.90116 -3.18249
C -1.79786 -10.95408 -4.03259
O -2.40948 -10.48861 -5.21812
C -1.69884 -9.40309 -5.72093
N -3.35363 -12.93889 -3.94891
H -0.94197 -13.14263 -2.54374
H -2.29726 -13.15081 -1.45432
H -1.22180 -11.74766 -1.49440
H -3.40316 -11.31529 -2.67885
H -0.86338 -11.47282 -4.31097
H -1.53469 -10.10679 -3.37369
H -0.63788 -9.65450 -5.85185
H -1.76831 -8.54162 -5.03765
H -2.16813 -9.11992 -6.66070
H -2.79334 -13.76336 -4.15832
H -4.06315 -13.27266 -3.29819
C 2.13222 -17.90031 -5.14941
C 3.06680 -18.73902 -4.27649
C 3.32205 -20.09148 -4.86023
O 3.98451 -19.90867 -6.09670
C 4.15667 -21.09636 -6.81546
N 4.29652 -18.01064 -3.95303
H 2.23834 -16.82196 -5.04739
H 1.10392 -18.14131 -4.85297
H 2.20674 -18.16638 -6.20747
H 2.56439 -18.90786 -3.31604
H 2.41201 -20.69918 -4.98563
H 3.99235 -20.65806 -4.18836
H 4.68077 -20.90517 -7.74433
H 3.17736 -21.53938 -7.09415
H 4.60952 -21.89848 -6.21080
H 4.76935 -17.75643 -4.82207
H 4.96956 -18.63543 -3.50770
C -4.23383 -18.07435 -3.85869
C -3.84468 -17.49876 -2.49607
C -3.28196 -16.09432 -2.69012
O -2.16245 -16.01999 -3.57453
C -1.03220 -16.69321 -3.08925
N -5.00114 -17.34308 -1.60156
H -4.83866 -17.38752 -4.45880
H -4.78846 -19.01533 -3.75209
H -3.35500 -18.36559 -4.44739
H -3.12298 -18.18279 -2.04230
H -3.01395 -15.62768 -1.73532
H -4.07810 -15.52647 -3.18358
H -0.83803 -16.55884 -2.01778
H -0.16143 -16.31767 -3.62688
H -1.10625 -17.77258 -3.29553
H -5.70714 -16.75555 -2.04173
H -5.46226 -18.23727 -1.46192
C 1.13439 -19.48232 -8.75254
C 1.78944 -20.34282 -9.83210
C 1.12048 -21.68512 -9.91373
O 1.51866 -22.43272 -8.81676
C 0.86879 -23.69986 -8.71882
N 1.64184 -19.63285 -11.13856
H 1.27300 -19.86795 -7.73285
H 0.04988 -19.45208 -8.87828
H 1.53778 -18.46714 -8.73803
H 2.84103 -20.46383 -9.54085
H 1.34412 -22.18871 -10.87480
H 0.02446 -21.53002 -9.93256
H 1.30475 -24.21920 -7.86626
H 1.08556 -24.31278 -9.60630
H -0.21028 -23.59754 -8.58433
H 2.42419 -18.99658 -11.26880
H 1.76095 -20.32556 -11.88184
C -2.15068 -11.59423 -9.49993
C -3.39655 -11.84795 -8.62277
C -4.42862 -12.65655 -9.37965
O -3.79176 -13.77154 -10.00644
C -4.72224 -14.72440 -10.44001
N -3.03715 -12.53378 -7.34079
H -1.51456 -12.48342 -9.49080
H -1.56139 -10.79444 -9.04258
H -2.38536 -11.31451 -10.52908
H -3.79691 -10.84024 -8.44249
H -4.82813 -12.01892 -10.19082
H -5.23095 -12.94715 -8.69325
H -4.18360 -15.61858 -10.74881
H -5.30166 -14.32016 -11.28104
H -5.41213 -14.99533 -9.63023
H -2.01144 -12.43992 -7.30197
H -3.05210 -13.54101 -7.56164
C -6.49684 -18.19183 -8.15125
C -5.93888 -19.21238 -7.15458
C -6.82105 -20.41983 -6.97181
O -8.08794 -19.95716 -6.57225
C -8.90234 -20.97972 -6.09844
N -4.59015 -19.65018 -7.59494
H -7.49644 -17.85678 -7.82421
H -6.75781 -18.71673 -9.07716
H -5.87183 -17.30925 -8.21744
H -5.83781 -18.78248 -6.14785
H -6.43262 -21.10344 -6.21064
H -6.90874 -20.91912 -7.95774
H -9.87269 -20.55830 -5.86296
H -8.48581 -21.45555 -5.19546
H -8.99714 -21.78521 -6.84404
H -4.67289 -19.87588 -8.60516
H -3.92800 -18.87298 -7.58961
C -1.91695 -21.57560 -6.58895
C -0.78128 -21.36581 -5.62392
O -0.81041 -20.02195 -5.03569
O -3.12950 -21.40052 -5.93355
H -1.80032 -22.61936 -6.92374
H -1.79105 -20.90222 -7.44625
H 0.18633 -21.40253 -6.12256
H -0.86566 -22.08611 -4.80690
H -1.47937 -20.01865 -4.34237
H -3.71286 -20.74133 -6.44112
C -6.71424 -15.29267 -5.77595
C -8.12139 -14.80257 -6.05923
O -8.15570 -13.66741 -6.90561
O -6.03180 -14.46782 -4.85938
H -6.14625 -15.31620 -6.71864
H -6.76450 -16.30297 -5.36666
H -8.57334 -14.52505 -5.09767
H -8.71382 -15.58667 -6.52532
H -7.75364 -12.92579 -6.44166
H -6.08090 -13.55116 -5.15340
C 0.68400 -13.45784 -6.52331
C 0.88510 -13.92973 -5.09737
O 2.04000 -13.37788 -4.45854
O -0.07988 -12.26428 -6.58848
H 0.12177 -14.23418 -7.05218
H 1.68441 -13.37638 -6.96457
H 0.92197 -15.03282 -5.09972
H 0.01995 -13.67619 -4.48337
H 2.82232 -13.78700 -4.84370
H 0.48939 -11.51971 -6.80294
C -2.02519 -15.99769 -7.82423
C -1.05205 -17.00723 -7.33136
O -1.79860 -18.07904 -6.80608
O -2.69578 -15.33317 -6.76051
H -2.77503 -16.49389 -8.45937
H -1.50531 -15.23918 -8.40800
H -0.41934 -16.63399 -6.51825
H -0.43217 -17.29171 -8.19479
H -1.25708 -18.66840 -6.26027
H -3.14201 -15.99615 -6.21501

Force components x, y, z for each atom (eV/Å):
C 0.762 -0.436 0.476
O -0.311 0.130 -0.043
H -0.225 0.222 -0.042
H -0.236 -0.063 -0.131
H -0.201 0.042 -0.324
H 0.122 0.009 0.038
C 0.254 -0.730 -0.073
O -0.037 0.223 0.106
H -0.122 0.047 0.129
H 0.091 0.238 -0.094
H -0.048 0.340 -0.050
H -0.058 -0.143 0.046
C -0.304 -0.185 0.215
C -0.585 -0.640 0.747
C -0.278 -0.137 -1.069
O 0.396 0.356 -0.148
C -0.092 0.627 0.207
N -0.066 0.615 -0.399
H 0.080 0.220 -0.304
H 0.097 0.057 0.067
H 0.132 -0.211 -0.199
H 0.207 0.283 -0.108
H 0.008 -0.004 0.157
H 0.088 -0.064 0.319
H 0.074 -0.186 0.094
H -0.001 -0.388 -0.095
H -0.002 -0.104 0.008
H 0.130 -0.193 0.134
H 0.181 -0.091 0.136
C 0.237 -0.234 0.510
C -0.379 -0.438 -0.433
C 0.457 -0.246 -0.157
O -0.335 -0.233 0.826
C -0.151 0.284 0.091
N -0.262 0.392 0.699
H -0.061 0.177 -0.158
H -0.070 0.137 0.026
H -0.074 -0.024 -0.118
H -0.004 0.024 -0.094
H -0.055 0.192 0.046
H 0.058 -0.048 -0.187
H 0.005 0.120 -0.171
H 0.144 -0.012 -0.057
H 0.177 -0.025 -0.163
H 0.252 0.305 -0.127
H -0.026 -0.104 -0.331
C -0.748 -0.408 -0.128
C -0.225 0.742 0.782
C 0.581 -0.746 -0.394
O 0.100 0.166 -0.148
C -1.222 -1.036 0.142
N 0.551 0.029 -0.470
H 0.344 -0.035 0.205
H 0.068 0.048 -0.147
H 0.228 0.105 0.073
H -0.005 0.003 -0.055
H -0.076 0.242 -0.070
H -0.160 0.019 -0.019
H 0.366 0.099 0.107
H 0.170 0.338 -0.036
H 0.500 0.344 -0.131
H -0.236 0.029 0.100
H -0.276 0.081 0.129
C 0.339 -0.775 -0.235
C -0.684 0.131 -0.542
C 0.324 -0.057 -0.288
O -0.426 0.125 0.320
C 0.388 -0.455 -0.262
N 0.003 -0.183 0.100
H 0.057 0.097 0.155
H -0.113 0.187 0.163
H 0.006 0.336 -0.072
H -0.031 0.170 0.260
H -0.143 -0.090 0.031
H 0.134 0.165 0.157
H -0.279 0.149 -0.008
H -0.048 0.016 -0.029
H 0.071 0.079 0.119
H 0.201 0.059 -0.022
H 0.159 0.017 0.050
C -0.100 -0.138 0.618
C -0.026 1.282 -0.003
C -0.668 0.072 -0.818
O -0.151 -0.904 0.635
C 0.602 0.148 -0.206
N 0.302 -0.735 0.062
H 0.275 -0.172 -0.257
H -0.008 0.200 -0.315
H -0.060 -0.013 -0.192
H -0.043 -0.257 -0.243
H 0.251 -0.053 0.257
H 0.121 -0.068 0.136
H -0.098 0.127 0.078
H -0.186 0.158 0.027
H -0.041 0.059 -0.051
H -0.173 0.085 0.151
H -0.079 0.247 0.133
C 0.092 -0.106 0.425
C 0.785 -0.205 0.036
C 0.350 0.706 -0.704
O -0.035 -0.062 0.764
C -0.193 0.169 0.000
N 0.663 -0.242 -1.790
H -0.094 -0.008 -0.243
H -0.018 0.020 -0.079
H -0.041 -0.022 0.031
H -0.343 -0.320 0.341
H -0.246 -0.175 0.277
H -0.033 -0.269 -0.129
H 0.064 0.005 -0.118
H -0.085 -0.220 0.000
H -0.039 -0.031 -0.063
H -0.528 0.468 0.799
H -0.597 0.439 0.313
C -1.721 -0.570 0.935
C 1.112 0.644 0.196
C -0.293 0.138 -0.670
O 0.041 0.473 0.034
C -0.005 -0.802 0.120
N -0.355 -0.144 -0.527
H 0.361 0.080 0.177
H 0.719 0.318 -0.310
H 0.275 -0.068 -0.469
H 0.045 0.224 -0.270
H 0.278 -0.070 -0.180
H 0.037 -0.290 0.329
H -0.140 -0.009 -0.031
H -0.029 0.187 -0.031
H -0.209 0.150 0.017
H 0.220 -0.103 0.851
H -0.137 0.029 0.314
C 0.482 -0.226 -0.167
C -0.013 1.278 0.701
O 0.173 -0.596 -0.240
O -1.098 0.764 -0.117
H -0.172 0.097 -0.279
H -0.146 -0.037 -0.021
H 0.024 -0.369 -0.013
H 0.246 -0.091 -0.098
H -0.157 -0.058 -0.171
H 0.671 -0.795 0.207
C -0.030 0.158 -0.658
C 0.064 0.176 0.569
O 0.128 0.067 -0.301
O -0.099 -0.070 0.535
H -0.140 -0.185 0.007
H 0.099 0.034 0.140
H -0.115 -0.319 -0.003
H -0.039 0.035 -0.139
H -0.103 0.033 -0.067
H 0.451 -0.048 -0.054
C -0.004 -0.323 0.373
C 0.107 -0.466 0.249
O -0.356 -0.052 -0.133
O 0.398 0.185 -0.210
H 0.018 0.107 -0.088
H -0.204 0.182 -0.293
H 0.196 0.195 -0.013
H 0.037 0.176 -0.078
H -0.047 0.033 0.018
H 0.033 -0.057 0.050
C -0.585 0.480 0.443
C 0.400 -0.401 0.121
O -0.484 -0.445 -0.290
O 0.003 -0.231 -0.103
H 0.246 -0.008 -0.182
H -0.169 0.158 -0.017
H 0.133 0.437 -0.285
H 0.075 -0.233 0.224
H 0.046 -0.114 0.158
H 0.223 0.065 0.026

A molecular structure, C10H15BrN2NiO3. Source: the OMol25 dataset; level of theory: wB97M-V/def2-TZVPD.

The net charge is +2. Its spin multiplicity is 3. Its LUMO energy (alpha / beta) is -8.8 / -11.8 eV. The value obtained for the calculated total energy is -130795.5975 eV. For the HOMO-LUMO gap (alpha / beta), the calculation gives 7.934 / 4.997 eV.

Atoms and positions in Å:
C 3.55142 0.68915 0.91621
C 1.95701 0.81450 0.56048
C 1.80525 0.30337 -0.96156
Br 2.43735 1.84461 -2.12172
C 0.31194 -0.02924 -1.45799
C 0.56890 -1.37154 -2.36657
O 0.68853 -1.48804 -3.59625
O 0.67434 -2.38366 -1.32267
C 0.10609 -1.96419 -0.02169
C -0.77362 -0.70078 -0.47584
C -1.36384 0.32388 0.61051
N -2.75008 0.02394 1.07986
C -3.24942 1.21379 1.89134
O -1.85746 -0.99804 -1.43619
C -2.48430 -2.22744 -1.12206
N -2.96045 -3.25198 -0.67331
H 3.83792 1.23956 1.87500
H 4.21383 1.01726 0.02611
H 3.81840 -0.42866 1.08636
H 1.42421 0.17939 1.34597
H 1.72365 1.95669 0.70129
H 2.53863 -0.55004 -1.15896
H -0.18871 0.68747 -2.21986
H 1.05346 -1.81425 0.60385
H -0.39151 -2.85640 0.49952
H -1.40995 1.36420 0.09196
H -0.71331 0.46971 1.54541
H -3.43810 -0.03933 0.30689
H -2.47067 2.06302 1.93566
H -3.50024 0.93794 2.97476
H -4.18902 1.63256 1.35448
Ni 0.98377 3.27642 -0.49598

Force components x, y, z for each atom (eV/Å):
C 0.201 -0.697 -0.145
C 2.336 -0.360 -0.081
C -1.035 0.698 1.136
Br -0.708 -0.314 0.876
C -0.400 -1.377 -2.331
C -0.025 -0.198 -1.339
O -0.308 0.171 5.948
O -0.800 0.668 -1.627
C 0.678 -0.873 -0.738
C 1.908 1.062 0.457
C 0.945 -0.869 -0.062
N 0.451 4.764 -1.042
C -0.645 0.620 0.691
O -0.940 -3.220 1.791
C -0.900 -2.335 1.921
N 2.466 5.570 -2.534
H -0.479 -0.640 -1.476
H -1.189 -0.231 1.582
H -0.661 1.819 -0.254
H 0.403 1.061 -1.313
H -0.097 -1.486 -0.096
H -1.101 1.215 0.253
H 0.970 -0.706 1.657
H -1.661 0.734 -0.487
H 0.165 1.319 -1.263
H -0.330 -1.599 0.700
H -0.880 -0.409 -1.415
H 0.311 -1.535 0.334
H -0.983 -1.666 -0.031
H 0.157 0.132 -1.514
H 1.371 -0.954 1.056
Ni 0.782 -0.365 -0.653

The lowest calculated total energy belongs to which entry? C10H15BrN2NiO3

Look up the calculated total energy of the first one. -86405.8195 eV